No. 1
ORCA calculation (ωB97M-V with the def2-TZVPD basis set) on a single C2H5Br molecule at a distorted geometry.

Geometry as XYZ:
```
8
Properties=species:S:1:pos:R:3:forces:R:3:mulliken_charge:R:1
C 0.2186 -0.7312 -0.3175 2.1 -0.8 3.8 -0.89
C 0.0245 0.7220 0.0787 -1.5 -2.9 2.7 -0.47
Br -1.8255 1.1547 0.5750 -0.3 -0.2 -0.3 -0.17
H -0.1033 -1.3017 0.6539 0.9 0.7 -1.6 0.25
H -0.3993 -1.1863 -1.0181 -0.9 -0.2 -1.9 0.36
H 1.3650 -0.9510 -0.4666 -2.3 0.4 0.0 0.25
H 0.2597 1.4473 -0.5639 1.2 2.6 -2.6 0.41
H 0.4603 0.8461 1.0586 0.7 0.3 -0.2 0.27
```
Positions in Å, forces in eV/Å.

The HOMO energy is -10.09 eV. Its SMILES is CCBr. Its LUMO energy is 1.05 eV. The charge is 0. The value obtained for the frontier orbital gap is 11.1400 eV.

---

No. 2
ORCA calculation (ωB97M-V with the def2-TZVPD basis set) on 2 unconnected molecules or ions with the total composition C39H46N5O2 at a distorted geometry.

Geometry as XYZ:
```
92
Properties=species:S:1:pos:R:3:forces:R:3:mulliken_charge:R:1
C -6.2275 2.5567 -4.7420 0.1 0.2 0.0 -1.05
N -6.0189 1.2922 -4.0508 -0.3 -0.1 -0.1 0.05
C -7.1745 0.4125 -4.0009 0.0 -0.1 0.1 -0.92
C -4.8400 0.9926 -3.4581 0.4 -0.1 -0.1 1.43
C -3.8174 1.9723 -3.3507 0.0 -0.2 -0.1 -0.67
C -2.5711 1.6523 -2.8733 -0.3 -0.8 0.3 -0.43
N -2.2763 0.3785 -2.4075 -1.5 0.4 0.0 0.38
C -1.1096 0.1159 -1.7048 0.4 -1.1 0.1 -1.67
C -0.0923 1.1617 -1.7648 0.3 1.3 0.8 0.89
C 1.0497 1.0319 -2.7007 0.6 0.4 0.3 0.72
C 1.7596 2.2154 -2.9531 0.4 0.0 0.0 -0.27
C 2.9786 2.1906 -3.6235 -0.4 0.0 0.0 -1.08
C 3.5035 0.9610 -4.0426 -0.3 0.1 0.1 -0.09
C 2.7726 -0.2168 -3.8333 0.0 0.0 -0.1 -1.01
C 1.5239 -0.1833 -3.2024 0.1 0.1 0.1 -0.04
O -0.1610 2.1849 -1.0369 -0.3 -1.6 -1.4 -0.66
C -3.2605 -0.5951 -2.5093 0.3 1.0 0.0 -0.90
C -4.5112 -0.3156 -2.9952 0.1 0.4 -0.2 -0.54
H -5.3379 2.8277 -5.3349 -0.4 -0.1 0.2 0.40
H -7.0837 2.4108 -5.4157 0.4 0.3 0.2 0.29
H -6.4536 3.3887 -4.0524 0.0 -0.2 -0.2 0.32
H -6.8829 -0.6387 -3.9784 -0.1 0.2 -0.1 0.34
H -7.8072 0.6077 -3.1236 0.1 0.0 -0.1 0.31
H -7.7644 0.5981 -4.8999 0.0 -0.2 0.2 0.30
H -3.9919 3.0022 -3.6688 0.1 -0.4 0.1 0.48
H -1.7935 2.4062 -2.7811 -0.2 -0.3 0.0 0.52
H -0.8303 -0.9344 -1.6039 0.0 0.4 -0.7 0.61
H 1.3430 3.1537 -2.5867 0.2 -0.3 0.0 0.42
H 3.4937 3.1435 -3.7919 0.0 -0.5 0.0 0.34
H 4.4731 0.9407 -4.5415 -0.3 -0.1 0.2 0.45
H 3.1857 -1.1726 -4.1638 -0.2 0.3 0.0 0.40
H 0.9173 -1.0843 -3.0748 0.4 0.2 0.0 0.39
H -2.9906 -1.5690 -2.1206 0.0 0.1 -0.1 0.41
H -5.2243 -1.1286 -3.0621 0.2 0.1 0.1 0.18
C 4.2928 0.9627 4.9501 -0.3 -0.2 0.4 -1.00
N 3.7677 0.9314 3.6013 0.6 0.0 -0.4 0.17
C 4.5924 1.1932 2.5306 0.8 0.5 0.3 0.10
O 5.7455 1.6084 2.5962 -1.6 -0.6 -0.2 -0.66
C 3.7826 0.9000 1.2632 0.1 0.8 0.2 -0.12
C 4.4602 -0.1457 0.3636 0.1 -0.1 0.1 -0.30
C 5.7129 0.4099 -0.2785 0.3 -0.1 -0.5 0.32
C 5.6090 1.3908 -1.2721 0.3 0.0 0.1 -0.04
C 6.7541 1.8788 -1.9115 0.0 -0.1 0.1 -0.62
C 8.0233 1.4084 -1.5571 -0.3 -0.2 0.3 -0.53
C 8.1283 0.4451 -0.5453 -0.1 0.0 -0.2 -0.62
C 6.9810 -0.0762 0.0588 -0.1 0.3 0.1 -0.39
N 2.5015 0.4542 1.8110 -0.8 0.4 -1.4 0.66
C 1.3936 0.4797 1.0267 0.5 -0.2 0.4 -0.63
C 0.3378 -0.4280 1.1133 0.2 -0.4 0.0 -0.60
C -1.0048 -0.1405 0.7899 -0.1 1.3 0.0 -0.27
C -2.0783 -0.9123 1.3720 -0.4 -0.7 0.1 0.24
C -3.4013 -0.9490 0.8272 0.7 0.2 0.4 -0.74
C -4.3768 -1.7479 1.3836 0.0 -0.1 0.2 -0.62
C -4.0716 -2.5818 2.4929 0.3 0.4 0.1 0.87
N -5.0289 -3.4016 3.0383 -0.1 -0.3 -0.5 0.05
C -4.6227 -4.6299 3.6962 0.2 0.4 0.1 -0.98
C -6.3399 -2.8768 3.3604 0.0 0.3 0.2 -0.91
C -2.7762 -2.5305 3.0674 -0.4 0.0 -0.2 -0.51
C -1.8265 -1.6718 2.5508 0.0 -0.2 -0.4 -0.78
C 2.5717 0.1720 3.2508 -0.1 -0.6 0.1 0.68
C 2.7880 -1.3285 3.4473 0.0 -0.2 0.3 -1.48
C 1.3313 0.6707 4.0101 0.2 0.1 -0.2 -1.80
H 5.2781 1.4286 4.9397 -0.2 0.0 -0.1 0.38
H 3.6219 1.5307 5.6027 0.2 0.0 -0.1 0.28
H 4.3868 -0.0494 5.3637 0.1 0.1 -0.1 0.34
H 3.6475 1.8468 0.6962 0.0 -0.5 0.3 0.36
H 4.7191 -1.0314 0.9678 -0.1 0.2 -0.2 0.34
H 3.7403 -0.4615 -0.4130 0.2 0.1 0.3 0.15
H 4.6199 1.7665 -1.5465 0.3 -0.1 0.0 0.29
H 6.6558 2.6380 -2.6895 0.0 -0.2 0.2 0.41
H 8.9199 1.7844 -2.0588 -0.4 -0.1 0.2 0.37
H 9.1106 0.1008 -0.2204 -0.3 0.0 -0.2 0.37
H 7.0586 -0.8403 0.8387 0.1 0.3 -0.3 0.32
H 1.3845 1.2747 0.2758 0.1 -0.1 0.2 0.75
H 0.6051 -1.4628 1.4176 -0.4 1.0 0.3 0.51
H -1.2827 0.8067 0.2982 0.5 -0.4 1.0 0.81
H -3.6371 -0.3380 -0.0458 0.1 -0.2 0.3 0.54
H -5.3841 -1.7745 0.9461 0.5 0.0 0.2 0.39
H -3.9547 -5.1998 3.0354 -0.2 0.1 0.2 0.33
H -4.0874 -4.4353 4.6361 -0.2 -0.2 0.1 0.34
H -5.5291 -5.1996 3.9041 0.2 -0.1 0.0 0.31
H -6.6767 -2.1633 2.5960 0.0 -0.3 0.3 0.29
H -7.0255 -3.7210 3.4211 -0.2 0.2 -0.1 0.30
H -6.3300 -2.3499 4.3370 -0.1 -0.2 -0.3 0.29
H -2.5790 -3.1363 3.9590 0.0 0.4 -0.4 0.22
H -0.8805 -1.5540 3.0925 -0.3 -0.1 -0.4 0.21
H 3.7443 -1.6348 2.9983 -0.3 0.0 0.2 0.37
H 2.7905 -1.5670 4.5168 0.1 -0.1 -0.2 0.49
H 1.9724 -1.8806 2.9679 0.2 0.0 0.2 0.28
H 1.3042 1.7675 3.9874 0.0 -0.3 0.0 0.42
H 0.4201 0.2867 3.5394 0.2 0.1 0.2 0.27
H 1.3606 0.3237 5.0494 0.0 0.1 -0.2 0.48
```
Positions in Å, forces in eV/Å.

The HOMO energy is -8.76 eV. Its LUMO energy is -3.54 eV. The charge is +1. The value obtained for the frontier orbital gap is 5.2182 eV.

---

No. 3
ORCA calculation (ωB97M-V with the def2-TZVPD basis set) on 9 unconnected molecules or ions with the total composition C14H46N4O9 at a distorted geometry.

Geometry as XYZ:
```
73
Properties=species:S:1:pos:R:3:forces:R:3:mulliken_charge:R:1
C 3.8108 -1.7537 1.6066 -0.4 0.2 1.0 0.31
C 5.1639 -2.4055 1.8512 0.3 2.5 0.0 -0.61
O 5.6590 -2.9064 0.6349 0.7 1.2 -1.0 -0.52
H 3.0980 -2.5627 1.4342 -0.1 0.1 0.0 -0.26
H 3.8603 -1.1573 0.6702 -0.1 0.1 0.8 -0.16
H 3.4867 -1.1509 2.5242 0.3 -0.6 -1.5 0.25
H 5.0644 -3.1675 2.5775 0.1 -1.0 0.6 0.40
H 5.8817 -1.6141 2.2497 -0.7 -1.0 -0.2 0.27
H 5.8361 -2.0568 0.1448 -0.1 -1.6 0.3 0.31
C -1.7863 3.1399 -2.1953 2.0 -0.5 0.8 -0.52
C -1.7089 4.0421 -0.9398 -1.0 -1.1 -0.6 -0.58
O -3.0840 4.5012 -0.8904 0.3 0.8 0.5 -0.57
H -2.2937 2.2074 -2.0701 -0.8 -0.5 0.7 0.03
H -0.7906 2.7739 -2.4466 0.1 0.4 -0.4 0.14
H -2.2605 3.5775 -3.0435 0.0 0.9 -0.5 0.39
H -0.9817 4.8675 -1.0422 -0.4 -0.3 0.0 0.43
H -1.4933 3.4495 0.0054 0.1 0.7 -1.1 0.31
H -3.1416 5.4205 -0.6182 0.1 0.0 0.2 0.27
C 1.7065 2.7581 -1.3602 1.8 -0.3 1.0 -1.28
C 1.5890 1.2727 -1.6536 1.9 1.2 -1.2 0.02
O 2.3230 0.5782 -0.6429 -0.9 -1.3 -1.0 -0.47
H 2.7087 3.2237 -1.4568 -0.3 -0.8 -0.4 0.33
H 1.5023 2.9526 -0.3267 -0.5 0.0 0.8 0.06
H 1.0521 3.3483 -1.9039 -1.3 1.0 -1.3 0.52
H 2.2058 1.0759 -2.5865 -1.5 0.1 0.5 0.52
H 0.5248 1.0075 -1.7088 0.3 -0.4 -0.1 -0.05
H 2.4160 -0.3117 -1.0433 0.2 0.5 1.0 0.21
C 0.2061 -0.7788 1.8637 0.1 0.6 0.9 -0.91
C -0.8134 0.2922 1.3021 -0.8 -3.1 0.8 0.25
O -0.2523 1.5209 1.2784 -0.9 3.0 1.6 -0.52
H -0.2640 -1.7041 2.1981 -0.3 0.0 -0.5 0.49
H 0.6935 -0.3858 2.8052 -0.6 0.0 -1.0 0.31
H 1.0648 -1.0349 1.2038 -0.8 0.3 0.1 0.03
H -1.7573 0.3207 1.9404 1.3 0.0 -0.5 0.35
H -1.1666 0.0761 0.2866 0.0 -0.7 0.0 -0.12
H 0.4553 1.5377 0.6860 1.8 -0.2 -1.3 0.16
C 1.0938 -4.6280 2.0993 -0.3 1.1 -1.0 -1.38
C 0.8086 -4.2964 0.6025 -0.4 0.2 1.5 0.51
O 1.9809 -4.2229 -0.1767 0.7 -1.4 0.1 -0.57
H 1.5803 -3.8458 2.6484 0.9 0.7 -0.2 0.29
H 1.6433 -5.5320 2.2427 0.3 -0.7 -0.1 0.34
H 0.1880 -4.6559 2.6634 -1.1 -0.6 0.0 0.45
H 0.3272 -3.3454 0.4692 -0.7 0.5 0.6 -0.35
H 0.0648 -5.0121 0.2616 0.3 -0.4 -0.5 0.39
H 1.9676 -3.4020 -0.6405 0.1 0.6 -0.4 0.34
C -4.8758 1.6832 -0.3266 -4.5 -7.9 0.9 0.61
O -5.6686 0.5666 -0.1217 3.0 4.7 -0.6 -0.83
N -3.6499 1.6750 0.0588 3.6 0.9 1.6 -0.09
N -5.2162 2.6408 -1.0854 -3.5 5.0 -3.9 -0.28
H -3.2518 0.9123 0.5663 -0.1 -0.2 0.3 -0.12
H -3.1006 2.5242 -0.0272 -0.3 -0.5 0.2 0.22
H -6.1683 2.7034 -1.5685 2.0 -0.6 1.5 0.26
H -4.6135 3.4821 -1.2242 -0.5 -1.2 0.3 0.28
C -3.1264 -1.9026 0.0440 4.2 -3.8 0.8 0.44
O -2.2937 -2.9101 0.3254 -3.3 3.7 -0.8 -0.69
N -3.1258 -1.2845 -1.0966 2.3 0.1 -5.1 -0.08
N -3.9283 -1.2964 0.8665 -1.5 0.5 3.2 -0.25
H -2.4700 -1.5359 -1.8583 -1.1 -0.3 1.0 0.06
H -3.6551 -0.4767 -1.3116 -0.9 0.4 0.3 0.18
H -3.8676 -1.6866 1.7693 -0.4 -0.2 1.2 0.17
H -4.5900 -0.5076 0.6733 0.0 -0.9 -0.4 0.25
C 3.0938 2.8816 1.9340 -0.3 0.6 0.8 -0.57
O 3.3227 1.5077 1.6104 0.2 1.3 2.0 -0.45
H 2.1144 3.3182 1.6088 0.5 -0.7 0.2 0.16
H 3.8513 3.5057 1.4804 0.4 0.2 -0.3 0.31
H 3.1610 3.1358 3.0462 -0.1 -1.1 -1.3 0.26
H 2.9541 1.3059 0.7628 -0.3 -0.2 -0.8 0.46
C -0.2740 -1.9725 -2.6843 -0.6 0.8 0.3 -0.22
O -1.5507 -2.0249 -3.3584 1.1 -0.3 0.2 -0.63
H 0.4757 -1.5922 -3.3391 0.7 0.2 -0.8 0.44
H 0.0912 -2.8736 -2.2096 -0.4 -0.6 -0.1 0.31
H -0.3539 -1.2301 -1.8849 -0.3 -0.1 0.0 -0.29
H -1.4532 -2.5617 -4.1539 -0.1 0.0 0.2 0.31
```
Positions in Å, forces in eV/Å.

The HOMO energy is -8.88 eV. Its SMILES is NC(N)=O.NC(N)=O.CCO.CCO.CCO.CCO.CCO.CO.CO. Its LUMO energy is 0.00 eV. The charge is 0. The value obtained for the frontier orbital gap is 8.8798 eV.

---

No. 4
ORCA calculation (ωB97M-V with the def2-TZVPD basis set) on a molecular structure, C41H37F7IN2O6P3STaTe at a distorted geometry.

Geometry as XYZ:
```
100
Properties=species:S:1:pos:R:3:forces:R:3:mulliken_charge:R:1
Ta -0.1531 0.0554 0.2224 4.2 0.4 -3.0 0.76
I 2.4457 -0.4132 -1.2956 0.3 -0.2 -0.4 0.63
C 4.4209 -0.6107 -0.5742 -0.2 0.1 0.0 0.50
C 5.2612 -0.8231 -1.6293 0.1 0.0 0.1 -1.01
C 6.6365 -1.0218 -1.4111 0.0 0.0 -0.1 -1.00
C 7.1085 -1.0043 -0.1377 0.0 0.0 0.0 -0.94
C 6.2461 -0.7891 0.9650 0.0 0.0 0.0 0.86
C 6.8013 -0.7983 2.2631 0.0 0.0 0.0 -0.80
C 6.0190 -0.6046 3.3595 0.0 0.0 0.0 -1.27
C 4.6463 -0.3860 3.1850 0.0 0.0 0.0 -0.21
C 4.0476 -0.3602 1.9449 -0.1 0.1 -0.1 0.62
P 2.2403 -0.0123 2.0765 -0.2 -0.2 0.1 1.21
C 2.2652 1.5823 2.9555 0.0 0.0 0.0 1.00
C 1.3056 1.9559 3.8942 -0.1 0.0 0.0 0.27
C 1.3639 3.1930 4.5175 0.0 0.0 0.0 -1.13
C 2.3641 4.0914 4.1864 0.0 0.0 0.0 -0.82
C 3.3054 3.7468 3.2268 0.0 0.0 0.0 -0.78
C 3.2620 2.5027 2.6201 0.0 0.0 0.0 -0.86
C 1.7949 -1.3483 3.2437 0.0 0.0 0.0 1.22
C 1.9142 -2.6406 2.7293 0.0 0.0 0.0 -1.15
C 1.6070 -3.7428 3.5083 0.0 0.0 0.0 -0.65
C 1.1768 -3.5688 4.8170 0.0 0.0 0.0 -0.74
C 1.0774 -2.2905 5.3435 0.0 0.0 0.0 -0.86
C 1.3850 -1.1820 4.5630 0.0 0.0 0.0 -0.07
C 4.8422 -0.5723 0.7796 0.1 0.0 0.0 0.49
H 4.8747 -0.8448 -2.6398 0.0 0.0 0.0 0.38
H 7.2934 -1.1896 -2.2528 0.0 0.0 0.0 0.43
H 8.1613 -1.1569 0.0611 0.0 0.0 0.0 0.42
H 7.8656 -0.9681 2.3645 0.0 0.0 0.0 0.43
H 6.4399 -0.6140 4.3552 0.0 0.0 0.0 0.48
H 4.0422 -0.2269 4.0695 0.0 0.0 0.0 0.38
H 0.5103 1.2761 4.1614 0.0 0.0 0.0 -0.45
H 0.6252 3.4553 5.2645 0.0 0.0 0.0 0.50
H 2.4074 5.0594 4.6666 0.0 0.0 0.0 0.42
H 4.0838 4.4466 2.9540 0.0 0.0 0.0 0.48
H 4.0100 2.2486 1.8798 0.0 0.0 0.0 0.43
H 2.2686 -2.7914 1.7153 0.0 0.0 0.0 0.41
H 1.7069 -4.7374 3.0950 0.0 0.0 0.0 0.51
H 0.9385 -4.4285 5.4288 0.0 0.0 0.0 0.43
H 0.7785 -2.1514 6.3746 0.0 0.0 0.0 0.55
H 1.3467 -0.2000 5.0124 0.0 -0.1 0.0 0.51
C -4.9175 -0.9489 -5.7543 0.0 0.0 0.0 -1.36
C -4.2173 0.4042 -5.7261 -0.1 0.0 -0.1 -0.34
C -3.6909 0.8551 -7.0786 0.1 0.0 0.0 -1.04
C -2.6350 -0.1137 -7.5906 0.0 0.0 0.0 -1.14
C -1.5925 -0.3865 -6.5375 0.0 0.0 0.0 0.59
C -0.3540 -0.8667 -6.8941 0.0 0.0 0.0 -0.60
C 0.6223 -1.1056 -5.9287 0.0 0.0 0.0 -0.28
F 1.8056 -1.5695 -6.3275 0.0 0.0 0.0 -0.34
C 0.4067 -0.8669 -4.6030 0.0 0.0 0.0 -0.36
C -0.8381 -0.3595 -4.2085 0.0 0.0 0.1 1.01
C -1.0921 -0.0514 -2.8217 -0.2 -0.1 0.0 0.63
O -0.2044 -0.3441 -1.9362 0.1 0.0 0.6 -0.49
C -2.3310 0.5367 -2.5168 0.2 0.0 0.1 -0.37
C -3.2911 0.6810 -3.5044 0.0 0.0 0.0 0.05
N -3.0832 0.3480 -4.7608 0.0 0.1 0.0 0.04
C -1.8416 -0.1365 -5.1713 0.0 0.0 0.0 -0.43
C -2.6575 0.9873 -1.1576 -0.2 -0.1 -0.3 -0.17
O -3.7499 1.2384 -0.7464 0.1 0.1 0.1 -0.53
O -1.5349 1.1131 -0.3949 -1.7 0.5 0.7 0.14
H -5.7489 -0.9140 -6.4573 0.0 0.0 0.0 0.39
H -5.3154 -1.1995 -4.7708 0.0 0.0 0.0 0.39
H -4.2404 -1.7463 -6.0604 0.0 0.0 0.0 0.39
H -4.9024 1.1567 -5.3362 0.1 0.0 0.0 0.52
H -3.2625 1.8556 -6.9856 0.0 0.0 0.0 0.36
H -4.5268 0.9195 -7.7735 0.0 0.0 0.0 0.43
H -2.1472 0.2947 -8.4751 0.0 0.0 0.0 0.52
H -3.0946 -1.0554 -7.8997 0.0 0.0 0.0 0.38
H -0.1204 -1.0588 -7.9338 0.0 0.0 0.0 0.56
H 1.1809 -1.0579 -3.8774 0.0 0.0 0.0 0.42
H -4.2677 1.0713 -3.2466 0.0 0.0 0.0 0.65
F 0.3654 -1.8817 0.3757 -0.2 -0.4 0.0 -0.26
P -1.1112 -3.0699 0.2656 -0.4 -0.3 0.2 1.38
F -0.6058 -3.3336 -1.1903 0.0 0.0 -0.1 -0.41
F -2.4305 -3.8767 0.1698 0.0 0.0 -0.2 -0.32
F -1.4206 -2.4961 1.7152 0.0 -0.1 0.0 -0.30
F -0.1888 -4.1752 0.8612 0.0 0.1 -0.1 -0.31
F -1.8210 -1.6453 -0.3345 0.2 0.1 0.5 -0.30
C -4.4097 -1.8016 2.7240 0.1 0.0 0.0 -1.06
C -4.3368 -0.4241 2.1195 -0.1 0.0 -0.1 -0.52
O -2.9529 -0.0817 1.7453 -0.1 -0.2 0.6 0.29
P -1.9120 0.6485 2.6409 -0.1 0.3 -0.3 -0.99
O -0.5326 0.1086 2.0853 -1.8 0.4 1.2 0.82
Te -2.2867 0.4198 4.9876 0.0 -0.2 0.2 0.28
O -1.8224 2.1521 2.2999 -0.1 -0.1 0.4 0.28
C -2.6427 3.2633 2.8183 -0.1 0.2 -0.1 -0.47
C -3.4057 3.8835 1.6795 0.0 0.0 -0.1 -1.10
H -5.4412 -1.9994 3.0161 0.0 0.0 0.0 0.46
H -3.7845 -1.8890 3.6164 0.0 0.0 0.0 0.28
H -4.0950 -2.5641 2.0146 0.0 0.0 0.0 0.21
H -4.7137 0.3490 2.7896 0.0 0.0 0.0 0.40
H -4.8782 -0.3585 1.1802 0.0 0.0 0.0 0.37
H -1.9231 3.9519 3.2534 0.0 0.0 0.0 0.34
H -3.3073 2.8806 3.5964 0.0 -0.1 0.0 0.55
H -2.7190 4.3727 0.9907 0.0 0.0 0.0 0.30
H -4.0875 4.6338 2.0801 0.0 0.0 0.0 0.45
H -3.9845 3.1349 1.1384 0.0 0.0 0.0 0.22
S 1.1034 2.2360 -0.1582 0.2 -0.2 0.0 -0.22
C 0.3434 3.4419 0.7519 -0.2 -0.1 0.1 0.61
N -0.0940 4.3044 1.3794 0.0 0.0 0.0 -0.56
```
Positions in Å, forces in eV/Å.

Its spin multiplicity is 2. The HOMO energy (alpha / beta) is -12.65 / -12.65 eV. The expectation value of S² is 0.753. Its LUMO energy (alpha / beta) is -6.20 / -8.19 eV. The charge is +2. The value obtained for the frontier orbital gap (alpha / beta) is 6.4490 / 4.4642 eV.

---

In the order shown, the computed energy relative to the best compared isomer or geometry (same formula, charge and spin) values come out to 2.99; 0.00; 120.75; 33.03 kcal per mole.